(1)
{"formula": "C5H12", "method": "ωB97M-V/def2-TZVPD", "homo_lumo_gap_ev": [2.731, 10.985], "spin_multiplicity": 2, "e_above_lowest_ev": 0.8998, "total_charge": -1, "homo_ev": [1.65, -6.45], "elements": ["C", "C", "C", "C", "C", "H", "H", "H", "H", "H", "H", "H", "H", "H", "H", "H", "H"], "positions_angstrom": [[1.91471, -0.94424, 1.22413], [0.79996, -0.55660, 0.06167], [-0.40589, 0.14281, 0.66263], [-1.52501, 0.45260, -0.29175], [-1.11040, 0.92786, -1.64269], [2.75627, -1.34335, 0.72872], [1.61277, -1.64604, 1.97282], [2.21919, -0.15078, 1.84015], [0.46137, -1.42594, -0.48463], [1.34645, 0.10516, -0.69060], [-0.74505, -0.39647, 1.64301], [0.02459, 1.11891, 1.25755], [-2.18023, -0.36681, -0.49961], [-2.18526, 1.13083, 0.25716], [-0.08332, 0.76376, -1.88313], [-1.62398, 0.24207, -2.35508], [-1.27618, 1.94622, -1.80036]], "atomic_forces_ev_per_a": [[-2.3242, -0.0460, -2.1672], [2.1088, 0.4911, 1.5824], [1.3034, 1.2735, 3.5560], [-0.2739, 0.3745, 1.2991], [-0.1997, -1.6559, -1.0455], [1.2025, -0.4898, -0.5396], [-0.7931, -0.9009, 0.0948], [0.3337, 1.7627, 0.3091], [0.1713, -0.5014, -0.0913], [-0.6477, -0.7984, 1.0559], [0.1991, 0.3294, -1.8729], [-1.0441, -1.6962, -1.7888], [-0.1561, -1.0794, 0.4747], [-0.0658, 0.4058, -0.3015], [0.7942, -0.0891, 0.1465], [0.0127, 0.9762, -0.1673], [-0.6212, 1.6439, -0.5444]]}

(2)
{"formula": "C4H5N3", "method": "ωB97M-V/def2-TZVPD", "homo_lumo_gap_ev": 10.214, "e_above_lowest_ev": 3.0718, "homo_ev": -9.95, "elements": ["N", "C", "C", "C", "N", "C", "N", "H", "H", "H", "H", "H"], "positions_angstrom": [[2.47513, -1.34335, 0.83329], [1.71817, -0.74302, 0.19335], [0.71065, -0.01859, -0.58753], [-0.61621, -0.80190, -0.76173], [-1.65340, -0.12217, -0.55628], [-1.11264, 0.70226, 0.48025], [0.18876, 1.19188, 0.06554], [1.11374, 0.19966, -1.59059], [-0.72918, -1.81043, -1.07529], [-0.95459, -0.06395, 1.30768], [-1.88361, 1.35356, 0.81472], [0.74319, 1.45605, 0.87660]], "atomic_forces_ev_per_a": [[-0.8223, 0.7431, -0.7452], [0.8156, -0.8341, 0.8419], [-0.2801, -0.3052, 0.1647], [0.1696, -0.3458, -2.4215], [0.4890, -1.3775, 0.5741], [-0.4437, 0.2003, 2.6252], [-0.0146, 0.2058, -0.2012], [-0.0341, -0.1793, 0.3270], [0.5872, -0.7796, -1.0362], [-0.4407, 1.2792, -0.0841], [0.0238, 1.4394, 0.2382], [-0.0498, -0.0463, -0.2829]]}

(3)
{"formula": "C35H38F41IO9S", "method": "ωB97M-V/def2-TZVPD", "homo_lumo_gap_ev": 9.538, "smiles": "CCC[C@H]1OS(=O)(=O)O[C@@]1(CCF)C[C@H](C)I.FC(F)C(F)(F)COC(F)(F)C(F)F.FC(F)C(F)(F)COC(F)(F)C(F)F.FC(F)C(F)(F)COC(F)(F)C(F)F.FC(F)C(F)(F)COC(F)(F)C(F)F.FC(F)C(F)(F)COC(F)(F)C(F)F", "homo_ev": -9.51, "elements": ["C", "C", "C", "C", "O", "S", "O", "O", "O", "C", "C", "C", "F", "C", "C", "C", "I", "H", "H", "H", "H", "H", "H", "H", "H", "H", "H", "H", "H", "H", "H", "H", "H", "H", "H", "F", "C", "F", "C", "F", "F", "C", "O", "C", "F", "F", "C", "F", "F", "H", "H", "H", "H", "F", "C", "F", "C", "F", "F", "C", "O", "C", "F", "F", "C", "F", "F", "H", "H", "H", "H", "F", "C", "F", "C", "F", "F", "C", "O", "C", "F", "F", "C", "F", "F", "H", "H", "H", "H", "F", "C", "F", "C", "F", "F", "C", "O", "C", "F", "F", "C", "F", "F", "H", "H", "H", "H", "F", "C", "F", "C", "F", "F", "C", "O", "C", "F", "F", "C", "F", "F", "H", "H", "H", "H"], "positions_angstrom": [[2.16772, -0.57394, -2.81156], [1.68803, 0.07584, -4.18662], [0.28410, 0.73963, -3.91147], [-0.69560, 0.69524, -5.16738], [-0.07492, 0.97015, -6.45674], [-1.16781, 0.52678, -7.64897], [-0.37741, -0.11522, -8.73806], [-1.90367, 1.65382, -8.25624], [-2.04548, -0.50117, -6.69223], [-1.59283, -0.60450, -5.32694], [-2.97744, -0.47826, -4.52952], [-3.86729, 0.72408, -4.98767], [-4.71939, 0.34937, -6.04512], [-1.02220, -1.97384, -4.79153], [-0.52909, -2.98734, -5.88728], [0.64767, -2.46234, -6.79733], [-2.18246, -3.85624, -7.05176], [1.28674, -1.13949, -2.41101], [2.47857, 0.21869, -2.07979], [2.97889, -1.32822, -2.96756], [2.42660, 0.82857, -4.56100], [1.57912, -0.72623, -4.95466], [-0.29062, 0.24451, -3.08377], [0.43041, 1.82534, -3.68009], [-1.26401, 1.65868, -5.01217], [-2.77684, -0.50540, -3.43044], [-3.55624, -1.40986, -4.78836], [-3.32133, 1.67161, -5.19711], [-4.56345, 0.95045, -4.13069], [-0.17315, -1.85697, -4.06183], [-1.82576, -2.50833, -4.21300], [-0.11511, -3.85968, -5.33431], [0.69033, -1.35563, -6.91046], [0.70107, -2.97749, -7.79217], [1.60226, -2.75882, -6.26913], [4.42432, -2.12204, 0.34267], [3.17584, -2.11515, 0.83511], [2.34880, -1.96581, -0.23101], [2.93628, -0.98448, 1.83945], [3.06302, 0.22258, 1.24126], [1.63444, -1.07729, 2.23400], [3.78686, -0.99213, 3.13426], [4.93462, -0.13115, 3.17577], [6.14832, -0.59743, 2.64680], [6.06300, -1.90790, 2.37297], [7.05330, -0.48866, 3.63990], [6.62100, 0.23521, 1.45202], [5.72142, 0.22478, 0.44967], [7.77404, -0.26561, 0.95456], [2.97274, -3.09151, 1.28305], [3.14002, -0.58950, 3.91516], [4.02452, -2.00393, 3.46671], [6.78629, 1.27303, 1.74831], [2.38839, 3.64097, 4.07466], [1.82487, 4.85740, 4.14799], [2.71048, 5.64556, 4.81241], [0.47995, 4.85178, 4.88203], [0.63951, 4.48479, 6.17237], [0.03952, 6.14132, 4.90547], [-0.66483, 4.01206, 4.26073], [-0.92007, 2.70854, 4.80690], [-0.19326, 1.60546, 4.33434], [0.51209, 1.94498, 3.24540], [-1.10702, 0.70658, 3.91700], [0.66354, 0.96426, 5.42826], [1.55197, 1.83527, 5.93963], [1.37358, -0.07215, 4.92351], [1.71832, 5.25407, 3.13493], [-1.58015, 4.56355, 4.48359], [-0.61342, 3.98777, 3.17111], [0.04040, 0.59965, 6.24711], [-0.82674, -7.51862, -1.10532], [-0.19760, -6.73333, -1.99160], [0.81752, -6.13583, -1.31724], [-1.11354, -5.66810, -2.60156], [-1.55000, -4.80885, -1.65446], [-0.34371, -4.93487, -3.44928], [-2.33132, -6.16651, -3.42398], [-3.60644, -6.19131, -2.76368], [-3.97212, -7.30732, -1.99369], [-3.10111, -8.30928, -2.18398], [-5.14601, -7.73822, -2.49726], [-4.17063, -6.95529, -0.51684], [-3.04927, -6.44777, 0.02893], [-4.49145, -8.06072, 0.19187], [0.24195, -7.36534, -2.76804], [-2.48844, -5.43375, -4.23179], [-2.12461, -7.10351, -3.94320], [-4.96783, -6.21831, -0.40106], [8.12342, 3.35539, 6.53979], [7.51349, 4.54544, 6.65447], [8.34902, 5.33209, 7.37779], [6.15166, 4.45524, 7.34955], [6.29072, 4.03331, 8.62550], [5.66159, 5.72573, 7.42078], [5.05669, 3.60484, 6.65853], [4.83579, 2.26796, 7.13613], [5.61078, 1.20929, 6.63715], [6.33004, 1.62133, 5.58357], [4.73244, 0.30713, 6.15318], [6.45929, 0.54016, 7.72174], [7.30850, 1.41079, 8.29707], [7.20834, -0.45155, 7.18874], [7.41774, 4.98580, 5.65827], [4.11570, 4.11122, 6.88111], [5.13669, 3.63413, 5.57083], [5.82287, 0.12032, 8.50339], [-5.82187, 2.74199, -2.11305], [-6.15963, 4.04047, -2.05215], [-5.11637, 4.67681, -1.46261], [-7.44184, 4.28489, -1.25166], [-7.27712, 3.92602, 0.04030], [-7.65315, 5.63150, -1.24771], [-8.74491, 3.64087, -1.78748], [-9.18847, 2.41360, -1.18722], [-8.69030, 1.18807, -1.65840], [-7.99928, 1.37211, -2.79327], [-9.76864, 0.45392, -1.99769], [-7.89778, 0.43154, -0.58870], [-6.84306, 1.14544, -0.15236], [-7.41161, -0.72585, -1.09286], [-6.25243, 4.42525, -3.07125], [-9.53883, 4.34694, -1.53692], [-8.75848, 3.58269, -2.87694], [-8.53178, 0.20345, 0.27032]], "atomic_forces_ev_per_a": [[-0.3203, 0.0261, -0.9113], [-0.2736, -0.4546, 1.2640], [0.2435, 0.0470, -1.8140], [-0.1245, 1.3687, 1.4107], [-1.4044, -1.2670, -0.7101], [2.1758, 0.7567, -3.9229], [-1.7417, 0.3511, 3.4930], [0.4779, -2.1339, 3.0972], [1.2986, 0.6438, -1.6974], [-1.2123, 1.1980, 2.0225], [0.2265, 0.2785, -1.0916], [-0.8191, -0.3395, 1.7073], [0.9559, 0.3524, 0.4501], [0.3275, -1.0451, -1.0299], [1.0838, 0.2358, 0.2665], [0.5089, -0.5299, 0.4718], [0.4754, 0.3399, 0.4639], [0.8398, 0.4917, -0.0556], [-0.2699, -0.8762, -0.6127], [-0.4718, 0.8418, 0.2151], [-0.7198, -0.6417, 0.2522], [0.1787, 0.6740, 0.5593], [0.6678, 0.4734, -0.6145], [-0.1893, -0.9896, 0.0713], [-0.4158, -1.4812, -0.0507], [-0.2139, 0.2842, -0.8185], [0.5362, 0.8748, 0.2927], [-0.3452, -0.8355, -0.3873], [0.6318, -0.1085, -0.7498], [-0.7240, 0.2692, -0.8293], [0.7081, 0.6590, -0.5643], [-0.6712, 0.5889, -0.5846], [-0.2641, -0.9885, -0.1683], [-0.2923, 0.6901, 0.8882], [-0.8749, 0.3430, -0.4241], [0.2739, 0.1852, 0.1367], [-0.3735, -0.4627, -0.3732], [-0.1909, 0.1257, 0.2421], [0.4434, 0.7411, 0.4121], [0.0557, -0.1251, -0.2131], [0.0302, -0.3913, -0.0786], [0.0199, 0.1665, 0.6667], [0.3064, -0.5152, -1.2335], [-1.1237, -0.2923, 1.3209], [0.1938, -0.0656, -0.4482], [0.2681, 0.3089, -0.2423], [0.2316, 0.4493, -0.3650], [-0.2007, -0.1222, 0.1176], [0.0446, -0.1631, 0.2621], [-0.0402, 0.0689, 0.1555], [0.1048, 0.0954, -0.3040], [0.1161, -0.0315, -0.3265], [-0.0059, -0.0533, 0.2032], [-0.1740, -0.3690, 0.0932], [0.4560, 0.5280, -0.2211], [-0.2426, 0.0946, 0.1256], [-0.5463, -0.5980, 0.5256], [0.2680, -0.0740, -0.0632], [0.1664, 0.0245, -0.3700], [-0.6364, -0.1129, -0.1668], [1.2364, -0.1213, -0.0258], [-1.1332, 1.1534, -0.5790], [0.4672, -0.1489, 0.0845], [0.1152, -0.2930, 0.3159], [0.1821, -0.1974, 0.6352], [-0.0422, 0.2649, -0.1623], [-0.2986, -0.0243, -0.1602], [-0.1584, 0.0150, 0.0164], [0.1489, -0.0269, 0.1857], [0.3140, -0.0854, 0.0564], [-0.1774, -0.0041, -0.1432], [-0.3996, -0.0189, 0.0189], [0.7066, -0.1612, 0.1033], [-0.0468, 0.2683, -0.1890], [-1.1020, 0.1275, 0.2339], [0.1202, -0.1230, 0.1501], [0.3271, -0.1945, -0.1780], [-0.5119, 0.2370, -0.6176], [0.5971, -0.5295, 0.9621], [0.3797, 0.4528, -1.6100], [0.1260, -0.1446, 0.4148], [-0.2307, 0.0914, 0.3631], [-0.2173, 0.2419, 0.5666], [0.1763, 0.0143, -0.2331], [-0.0699, -0.1599, -0.2738], [-0.0869, 0.0773, -0.1307], [0.1785, -0.0713, 0.3977], [0.1045, -0.1018, 0.2994], [-0.0618, -0.0333, -0.1972], [-0.2188, -0.3833, 0.0370], [0.5051, 0.5252, -0.1348], [-0.2689, 0.1256, 0.1102], [-0.5318, -0.6708, 0.4781], [0.2530, -0.0553, -0.0643], [0.1605, 0.0556, -0.3584], [-0.6315, -0.1283, -0.1990], [1.2408, -0.1457, 0.0599], [-1.1380, 1.3561, -0.5678], [0.4708, -0.1320, 0.1005], [0.0438, -0.4137, 0.3141], [0.2165, -0.3224, 0.5141], [-0.0827, 0.2720, -0.1433], [-0.1991, -0.0054, -0.2700], [-0.1732, 0.0081, 0.0050], [0.1222, -0.0288, 0.1615], [0.2910, -0.0750, 0.0549], [-0.1677, 0.0208, -0.1196], [-0.2432, -0.3331, 0.0823], [0.5659, 0.4290, -0.2664], [-0.2189, 0.1692, 0.1378], [-0.6052, -0.5021, 0.5851], [0.2296, -0.1104, -0.0820], [0.1384, 0.0045, -0.3752], [-0.6605, -0.0243, -0.1341], [1.1932, -0.3481, -0.0883], [-0.9215, 1.3562, -0.5187], [0.4204, -0.2106, 0.0638], [0.0727, -0.3010, 0.3132], [0.1696, -0.3339, 0.5360], [-0.0238, 0.2629, -0.1551], [-0.2007, 0.0379, -0.2495], [-0.1664, 0.0331, 0.0161], [0.1478, -0.0516, 0.1786], [0.3020, -0.1382, 0.0412], [-0.1669, 0.0441, -0.1122]]}